# 1
The following is a quantum chemistry calculation of a molecular structure, C33H32BrCl4GeN2O2Si2Sr in a non-equilibrium geometry, from OMol25.

Structure (XYZ):
```
78
Properties=species:S:1:pos:R:3
Sr 0.37334 -1.04641 0.65372
Cl 3.04436 4.56117 4.60892
C 2.09041 3.52339 3.57081
C 0.68926 3.59266 3.63483
C -0.07962 2.79324 2.83702
C 0.48919 1.84763 1.92101
O -0.26675 1.10683 1.21953
C 1.92866 1.83083 1.85916
C 2.66447 1.07186 0.88155
O 2.17993 0.34154 0.01751
C 2.69361 2.66660 2.69723
H 0.22679 4.28760 4.32491
H -1.16070 2.83308 2.88286
H 3.76124 1.19377 0.89563
H 3.77446 2.62840 2.62600
C 3.23851 -2.67268 3.96976
C 2.42194 -3.03300 5.06157
C 1.06593 -2.89730 4.96950
C 0.46746 -2.39099 3.77998
N 1.28322 -2.03988 2.72436
C 2.60209 -2.19102 2.84580
C -0.94101 -2.23633 3.62066
C -1.87688 -2.56326 4.64587
C -3.21806 -2.42003 4.43128
C -3.67959 -1.94589 3.18601
C -2.72018 -1.63784 2.24062
N -1.40995 -1.75857 2.41567
H 4.31307 -2.78008 3.99000
H 2.86400 -3.42385 5.97109
H 0.44694 -3.18421 5.80748
H 3.19483 -1.91710 1.97353
H -1.52893 -2.92655 5.60223
H -3.92051 -2.67466 5.21719
H -4.73133 -1.82639 2.96748
H -3.02603 -1.27250 1.26192
C -2.22805 -0.12661 -2.79499
Si -1.65170 1.57572 -2.25364
C -2.62188 2.09838 -0.72442
C -1.82535 2.92158 -3.59229
C -2.87400 3.49357 -4.31190
C -2.61848 4.51731 -5.21257
C -1.31674 4.97785 -5.40206
C -0.26503 4.41539 -4.69337
C -0.50799 3.38310 -3.78770
Si 0.55035 2.35391 -2.57478
C 1.85278 1.30069 -3.41907
C 1.35097 3.51908 -1.32363
H -3.30919 -0.11403 -2.96274
H -2.00947 -0.88808 -2.04069
H -1.74327 -0.44521 -3.71938
H -3.64368 2.36156 -1.01516
H -2.16393 2.96442 -0.24383
H -2.65910 1.30449 0.02185
H -3.89279 3.14375 -4.17508
H -3.43124 4.96383 -5.77477
H -1.13067 5.77952 -6.10823
H 0.74397 4.78407 -4.85150
H 2.36791 1.87842 -4.19130
H 1.42812 0.41424 -3.89320
H 2.60272 0.96459 -2.69937
H 1.54061 4.48334 -1.80301
H 2.30398 3.12501 -0.97119
H 0.71453 3.69526 -0.45472
Cl 5.19070 -0.25313 -1.39551
Ge 3.61402 -1.93983 -1.78588
Cl 4.25082 -2.42302 -3.95144
Cl 4.80722 -3.61672 -0.75638
Br -1.70607 -7.15832 -2.95805
C -1.23143 -5.48758 -2.13660
C -0.66529 -4.48851 -2.90559
C -0.34812 -3.27984 -2.28845
C -0.56523 -3.00081 -0.92677
C -1.12357 -4.07944 -0.21750
C -1.46243 -5.30651 -0.78755
H -0.46695 -4.65062 -3.95816
H 0.10669 -2.52329 -2.92737
H -1.32232 -3.97502 0.84888
H -1.89558 -6.10261 -0.19351
```

## Properties
frontier orbital gap (spin up / spin down)	4.45 / 6.70	eV
LUMO energy (spin up / spin down)	3.9 / 3.9	eV
ΔE to the lowest compared entry with this formula, charge and spin	16.5	kcal/mol
total energy	-235063.237	eV
multiplicity	2
<S²>	0.772
max |F|	1.726	eV/Å
total charge	-2

Listed below, in e, are the Mulliken charges computed for each atom: 2.149, -0.284, 0.123, -0.545, -0.572, 0.056, -0.566, 1.024, -0.481, -0.057, -1.128, 0.398, 0.407, 0.171, 0.403, -1.269, -0.149, -1.269, 0.407, 0.282, -0.482, 0.414, -1.011, -0.336, -1.065, -0.622, 0.584, 0.434, 0.389, 0.269, 0.569, 0.278, 0.391, 0.395, 0.440, -0.853, 0.555, -0.915, 0.123, -0.821, -0.431, -0.464, -0.677, 0.274, 0.309, -0.782, -0.949, 0.400, 0.032, 0.313, 0.505, 0.250, 0.060, 0.388, 0.370, 0.368, 0.396, 0.425, 0.328, -0.070, 0.523, 0.193, 0.186, -0.520, 0.597, -0.523, -0.507, -0.294, 0.294, -0.734, -0.335, -0.167, -0.290, -0.768, 0.389, 0.477, 0.218, 0.383

---

# 2
The following is a quantum chemistry calculation of a single C10H17N3OSi molecule in a non-equilibrium geometry, from OMol25.

Structure (XYZ):
```
32
Properties=species:S:1:pos:R:3
C 0.02068 0.46938 -3.25728
C -1.20996 -0.07209 -3.15036
C -1.05300 0.06944 -0.76398
C 0.81227 0.91939 -2.14342
C 0.34686 0.43298 -0.81333
C -1.79653 -0.22613 -1.85723
C -3.68659 -0.95929 -0.62544
C 2.07651 1.01045 2.74762
C 1.82095 -1.99856 1.95120
C -0.69336 -0.35916 2.73850
N 1.79183 1.75314 -2.57831
N 2.65993 2.61465 -2.18888
N 1.08537 0.19067 0.21084
O -3.06457 -0.70656 -1.86372
Si 1.00246 -0.28200 1.84519
H 0.42770 0.61852 -4.25092
H -1.78025 -0.37209 -4.01313
H -1.42366 -0.09739 0.23193
H -3.80316 -0.04131 -0.04200
H -3.11944 -1.68981 -0.04013
H -4.66695 -1.36756 -0.86490
H 2.47470 0.60611 3.67295
H 2.91711 1.31075 2.12900
H 1.50947 1.90385 2.99358
H 2.73066 -2.02742 1.36141
H 2.08291 -2.23410 2.97805
H 1.16528 -2.78332 1.58649
H -1.30593 -1.18460 2.38261
H -0.57350 -0.48851 3.80996
H -1.25401 0.56072 2.58850
H 1.77109 1.77305 -3.60608
H 2.73514 2.65678 -1.16872
```

## Properties
frontier orbital gap (spin up / spin down)	7.08 / 6.95	eV
LUMO energy (spin up / spin down)	-0.5 / -0.6	eV
ΔE to the lowest compared entry with this formula, charge and spin	0.0	kcal/mol
total energy	-25039.254	eV
multiplicity	1
max |F|	1.741	eV/Å
total charge	0

Listed below, in e, are the Mulliken charges computed for each atom: -0.483, -0.952, -0.064, 0.516, 0.134, 0.899, -0.762, -1.057, -1.027, -1.078, 0.427, -1.109, -0.252, -0.442, 0.172, 0.268, 0.402, 0.105, 0.325, 0.323, 0.237, 0.326, 0.288, 0.311, 0.319, 0.313, 0.314, 0.290, 0.369, 0.331, 0.278, 0.276

---

# 3
The following is a quantum chemistry calculation of a single C4H4O2 molecule, from OMol25.

Structure (XYZ):
```
10
Properties=species:S:1:pos:R:3
O 0.69776 0.50547 -2.07094
C 1.03930 -0.30490 -1.23688
C 0.37917 -0.35143 0.07112
C -0.48818 -0.99734 0.80856
C -0.43756 0.47697 0.99608
O -1.44852 1.30456 0.50565
H 1.82625 -1.05412 -1.44120
H -1.05846 -1.91014 0.90617
H -0.00325 0.91131 1.89650
H -1.39867 1.28677 -0.46055
```

## Properties
frontier orbital gap	9.96	eV
LUMO energy	0.1	eV
ΔE to the lowest compared entry with this formula, charge and spin	59.1	kcal/mol
total energy	-8304.516	eV
multiplicity	1
max |F|	0.505	eV/Å
SMILES	O=CC1=C[C@@H]1O
total charge	0

Listed below, in e, are the Mulliken charges computed for each atom: -0.460, 0.046, -0.087, -0.185, -0.114, -0.518, 0.328, 0.356, 0.304, 0.329